Below is 2 unconnected molecules or ions with the total composition C2HF3N2, with properties calculated with ωB97M-V with the def2-TZVPD basis set.

CARTESIAN COORDINATES (ANGSTROEM)
C1 -1.178 1.151 -0.129
C2 1.024 -0.884 0.208
N1 -1.458 0.670 -1.268
N2 -0.090 0.998 -0.906
F1 1.823 -0.265 1.040
F2 -0.050 -1.350 0.853
F3 1.654 -1.914 -0.370
H1 -1.726 1.595 0.571

Cartesian forces, eV/Å:
C 0.888 -1.154 -3.895
C -0.472 -0.491 -0.554
N -0.844 -0.584 -0.121
N 1.880 -0.275 0.750
F 0.237 0.180 0.219
F 0.114 0.160 -0.019
F -0.249 0.656 0.124
H -1.554 1.508 3.495

Values from the calculation:
Energy relative to the best compared isomer or geometry (same formula, charge and spin) (kcal per mole): 124.6
DFT total energy (eV): -13216.8065
E_HOMO (spin up / spin down) (eV): -9.610 / -9.194
LUMO (spin up / spin down) (eV): 0.1 / -0.3
Maximum force (eV Å⁻¹): 4.158
M (g/mol): 110.038